Entry from the OMol25 dataset: C46H58NO5PbSSbSe4 as an isolated structure (the ωB97M-V functional and the def2-TZVPD basis).

LUMO level = 3.58 eV
gap between HOMO and LUMO = 5.43 eV
net charge = -2
max |F| = 0.84 eV Å⁻¹
HOMO energy = -1.84 eV

CARTESIAN COORDINATES (ANGSTROEM)
Pb  1.0862  -0.9614  1.0568
C  0.5645  -4.9090  0.1231
O  0.9445  -3.5731  -0.1724
C  0.0575  -2.7837  -0.8675
C  -1.2633  -2.6570  -0.6343
C  -2.0281  -3.1225  0.5998
C  -2.5184  -1.9336  1.4037
C  -3.8053  -1.4594  1.2605
C  -4.2335  -0.2953  1.9012
C  -3.2616  0.4356  2.5682
C  -1.9368  0.0153  2.7125
C  -1.0011  1.0791  3.3259
C  0.5178  0.9995  3.2720
C  1.1886  0.5939  4.4177
C  2.5673  0.6838  4.5441
C  3.2722  1.0257  3.3977
C  2.6862  1.4131  2.1930
C  3.7023  1.7170  1.0702
C  3.5375  1.1712  -0.3445
C  3.7775  2.0122  -1.4338
C  3.6421  1.5884  -2.7468
C  3.1226  0.3029  -2.9423
C  2.9001  -0.5679  -1.8965
C  2.2119  -1.9033  -2.1072
C  0.6601  -1.8189  -1.9162
C  -0.1394  -2.0814  -3.1789
C  -1.4673  -2.1058  -3.0627
C  -1.9396  -1.8205  -1.6612
C  -2.4294  -2.3999  -4.2069
C  -3.8721  -2.5583  -3.7154
C  -2.3804  -1.2659  -5.2398
C  -2.0038  -3.7234  -4.8652
C  3.2679  -0.1876  -0.5770
O  3.3126  -1.0757  0.4071
C  4.0435  2.4440  -3.9456
C  4.5673  3.8191  -3.5282
C  2.8525  2.6542  -4.8874
C  5.1696  1.7144  -4.6991
C  1.2672  1.5448  2.1931
O  0.5018  2.1756  1.2781
C  1.0251  3.1321  0.3567
C  3.2956  0.5089  5.8774
C  4.2035  1.7295  6.1046
C  4.1439  -0.7680  5.8579
C  2.3153  0.4400  7.0515
C  -1.5888  -1.2745  2.2586
O  -0.4517  -1.8734  2.5685
C  -5.6826  0.1648  1.7620
C  -5.9645  1.4302  2.5748
C  -5.9836  0.4635  0.2851
C  -6.6192  -0.9440  2.2680
H  -0.4445  -5.1256  -0.2234
H  0.6216  -5.0699  1.1998
H  1.2611  -5.5820  -0.3841
H  -1.3691  -3.7043  1.2416
H  -2.8756  -3.7466  0.2995
H  -4.4891  -2.0039  0.6141
H  -3.5108  1.4081  2.9782
H  -1.2733  1.1748  4.3808
H  -1.2790  2.0171  2.8383
H  0.5815  0.2308  5.2361
H  4.3559  1.0014  3.4251
H  4.6515  1.3209  1.4409
H  3.8283  2.7997  0.9935
H  4.0572  3.0388  -1.2217
H  2.8537  -0.0194  -3.9441
H  2.6222  -2.6078  -1.3855
H  2.4110  -2.2711  -3.1149
H  0.3878  -2.2423  -4.1122
H  -3.0071  -1.6811  -1.5260
H  -4.2843  -1.6016  -3.3868
H  -3.9347  -3.2816  -2.8978
H  -4.4928  -2.9236  -4.5368
H  -2.6666  -0.3127  -4.7875
H  -3.0730  -1.4762  -6.0604
H  -1.3736  -1.1511  -5.6451
H  -2.0234  -4.5369  -4.1349
H  -0.9948  -3.6581  -5.2736
H  -2.6879  -3.9754  -5.6805
H  3.7913  4.3933  -3.0184
H  4.8661  4.3786  -4.4179
H  5.4369  3.7339  -2.8718
H  2.0200  3.1213  -4.3589
H  2.4822  1.7078  -5.2851
H  3.1349  3.2947  -5.7288
H  6.0127  1.5213  -4.0308
H  5.5210  2.3173  -5.5425
H  4.8184  0.7556  -5.0836
H  1.6876  3.8311  0.8746
H  0.1575  3.6731  -0.0170
H  1.5348  2.6517  -0.4726
H  5.0257  1.7567  5.3891
H  4.6307  1.7079  7.1110
H  3.6268  2.6494  5.9928
H  4.8351  -0.7606  5.0136
H  3.5014  -1.6454  5.7631
H  4.7258  -0.8633  6.7798
H  1.6801  1.3274  7.0729
H  2.8701  0.3917  7.9914
H  1.6780  -0.4436  6.9912
H  -5.3819  2.2732  2.1998
H  -5.7335  1.2776  3.6323
H  -7.0228  1.6884  2.4881
H  -5.3098  1.2333  -0.0944
H  -7.0124  0.8164  0.1611
H  -5.8528  -0.4231  -0.3379
H  -6.3605  -1.2223  3.2929
H  -6.5489  -1.8369  1.6447
H  -7.6569  -0.5967  2.2547
O  -1.6187  0.5421  -0.2049
S  -1.1659  -0.0412  -1.5946
N  0.3319  -0.4782  -1.3304
Se  -4.8243  1.4638  -3.3304
Sb  -2.8854  2.8266  -2.7447
Se  -3.1768  5.1870  -2.1690
Se  -0.9826  2.3501  -4.2160
Se  -2.5224  2.2245  -0.1970

Löwdin atomic charge list, values in e, 4 entries:
1. Pb 1.773
2. C -0.058
3. O -0.154
4. C -0.265


Entry from the OMol25 dataset: C46H59N11Ti as an isolated structure (the ωB97M-V functional and the def2-TZVPD basis).

LUMO level (alpha / beta) = -2.91 / -3.42 eV
gap between HOMO and LUMO (alpha / beta) = 6.02 / 6.69 eV
spin multiplicity = 2
net charge = +1
relative energy (zero: lowest compared OMol25 entry of this formula, charge and spin) = 0.000 eV
max |F| = 0.92 eV Å⁻¹
HOMO energy (alpha / beta) = -8.93 / -10.11 eV

CARTESIAN COORDINATES (ANGSTROEM)
Ti  0.0416  0.7794  0.3617
N  0.8330  1.1365  4.6934
C  0.2830  1.2228  3.4824
N  0.7890  0.6833  2.4096
C  2.0392  0.0336  2.4899
N  2.6324  -0.3342  1.4135
N  1.8871  -0.0009  0.3023
C  2.5148  -0.0933  -0.8676
C  1.7515  0.3043  -1.9797
C  2.2438  0.3341  -3.3002
C  1.4122  0.7288  -4.3105
C  0.0967  1.1234  -4.0012
C  -0.3115  1.1197  -2.6940
N  0.4807  0.7176  -1.6787
C  2.6188  -0.1895  3.8156
C  3.7737  -0.9466  4.0135
C  4.2889  -1.1011  5.2835
C  3.6663  -0.4948  6.3748
C  2.5222  0.2582  6.1991
C  2.0064  0.3972  4.9166
H  0.3736  1.5872  5.4723
H  -0.6503  1.7713  3.3897
H  3.5447  -0.4239  -0.9275
H  3.2625  0.0311  -3.4889
H  1.7624  0.7501  -5.3313
H  -0.5870  1.4518  -4.7698
H  -1.3043  1.4517  -2.4116
H  4.2469  -1.4036  3.1578
H  5.1781  -1.6943  5.4344
H  4.0760  -0.6172  7.3669
H  2.0323  0.7273  7.0391
C  -2.1486  -2.3363  3.8822
C  -2.2874  -1.0108  3.1357
C  -2.8089  0.0647  4.0927
C  -3.1642  -1.0943  1.9063
C  -4.2359  -1.9799  1.8848
C  -5.0659  -2.0746  0.7810
C  -4.8553  -1.2452  -0.3037
C  -3.8098  -0.3273  -0.3151
C  -3.6507  0.6063  -1.4961
C  -4.8688  1.5188  -1.6412
C  -3.3853  -0.1564  -2.7921
C  -2.9515  -0.2856  0.7837
N  -1.8618  0.6393  0.7324
C  -2.1884  1.9028  1.2589
C  -1.3432  2.9297  1.0364
N  -0.1903  2.6781  0.2866
C  0.4521  3.8251  -0.2687
C  1.7601  4.1573  0.0966
C  2.3102  5.3274  -0.4169
C  1.5964  6.1373  -1.2796
C  0.3138  5.7726  -1.6510
C  -0.2766  4.6115  -1.1660
C  -1.6657  4.2349  -1.6443
C  -1.7222  4.1516  -3.1697
C  -2.7296  5.2030  -1.1279
C  2.5854  3.3246  1.0486
C  2.6901  3.9832  2.4242
C  3.9659  2.9999  0.4817
H  -1.3192  -2.2884  4.5878
H  -1.9696  -3.1724  3.2073
H  -3.0436  -2.5666  4.4589
H  -1.2848  -0.7074  2.7995
H  -3.8235  -0.1753  4.4130
H  -2.8420  1.0479  3.6233
H  -2.1882  0.1227  4.9876
H  -4.4121  -2.6230  2.7338
H  -5.8803  -2.7823  0.7729
H  -5.5150  -1.3068  -1.1570
H  -2.7881  1.2529  -1.2861
H  -5.7787  0.9453  -1.8089
H  -4.7411  2.1895  -2.4901
H  -5.0177  2.1247  -0.7479
H  -4.2338  -0.7858  -3.0581
H  -2.5079  -0.7999  -2.7135
H  -3.2229  0.5367  -3.6178
H  -3.1310  2.0154  1.7847
H  -1.5339  3.9376  1.3864
H  3.3167  5.6026  -0.1367
H  2.0384  7.0425  -1.6678
H  -0.2395  6.3991  -2.3366
H  -1.9027  3.2406  -1.2453
H  -1.6306  5.1378  -3.6213
H  -2.6762  3.7366  -3.4898
H  -0.9193  3.5304  -3.5694
H  -2.5522  6.2111  -1.5014
H  -2.7435  5.2528  -0.0412
H  -3.7189  4.8952  -1.4634
H  2.0673  2.3758  1.1924
H  3.2139  4.9372  2.3668
H  3.2438  3.3440  3.1154
H  1.7024  4.1819  2.8451
H  4.5921  3.8896  0.4217
H  3.8931  2.5793  -0.5216
H  4.4756  2.2795  1.1204
C  0.5236  -3.0045  0.6134
N  0.5613  -4.4385  0.3639
C  1.3160  -4.6628  -0.8700
N  0.7197  -3.9760  -2.0168
C  0.6704  -2.5542  -1.7129
N  -0.1002  -2.2536  -0.4907
C  -1.4597  -2.8024  -0.6927
N  -1.4509  -4.2295  -0.9807
C  -0.8066  -4.9101  0.1410
C  -0.6501  -4.4599  -2.1794
H  1.5475  -2.6377  0.7500
H  -0.0415  -2.8100  1.5273
H  1.3493  -5.7341  -1.0764
H  2.3378  -4.3021  -0.7314
H  0.2183  -2.0151  -2.5516
H  1.6934  -2.1978  -1.5746
H  -1.9313  -2.2680  -1.5216
H  -2.0455  -2.6334  0.2091
H  -0.7795  -5.9825  -0.0595
H  -1.3968  -4.7414  1.0449
H  -1.1124  -3.9422  -3.0226
H  -0.6258  -5.5295  -2.3965

Löwdin atomic charge list, values in e, 4 entries:
1. Ti 1.112
2. N 0.158
3. C -0.123
4. N 0.051


What did we get for DFT total energy? Answer: -12655.66638 -3239.96386 hartree, in the order shown.